# 1
{
  "formula": "C42H46Cl3N4ORe",
  "method": "ωB97M-V/def2-TZVPD",
  "symbols": ["Re", "C", "C", "C", "C", "C", "C", "C", "C", "C", "C", "C", "C", "C", "C", "C", "C", "N", "C", "C", "C", "N", "C", "C", "C", "N", "C", "C", "C", "C", "C", "C", "C", "C", "C", "C", "C", "C", "N", "C", "C", "H", "H", "H", "H", "H", "H", "H", "H", "H", "H", "H", "H", "H", "H", "H", "H", "H", "H", "H", "H", "H", "H", "H", "H", "H", "H", "H", "H", "H", "H", "H", "H", "H", "H", "H", "H", "H", "H", "H", "H", "H", "H", "H", "H", "Cl", "C", "C", "C", "Cl", "C", "O", "C", "Cl", "C", "H", "H"],
  "coordinates": [[11.40910, 12.00227, 13.57411], [10.81503, 17.83302, 11.76613], [9.52072, 17.02254, 11.94271], [9.72296, 15.89350, 12.88323], [9.59266, 15.82644, 14.24563], [9.04885, 16.77218, 15.26178], [8.39496, 18.06820, 14.78328], [10.19069, 14.57310, 14.66048], [10.10502, 14.06181, 15.93254], [10.82157, 12.96580, 16.41266], [10.99627, 12.58834, 17.80270], [10.12933, 13.07508, 18.92816], [10.76448, 14.17768, 19.76075], [12.05887, 11.73176, 17.81852], [12.53076, 11.58521, 16.46490], [13.74529, 11.13547, 16.02877], [14.15533, 11.13162, 14.69964], [13.34265, 11.32566, 13.60849], [13.99070, 10.76672, 12.52313], [13.46500, 10.62967, 11.25641], [12.36948, 11.27857, 10.77848], [11.61770, 12.14533, 11.55766], [10.98713, 13.00935, 10.73213], [10.38401, 14.19555, 11.16045], [10.35658, 14.67749, 12.45578], [10.74625, 13.94663, 13.55928], [11.16396, 12.59396, 9.36147], [12.00671, 11.51139, 9.39610], [12.40754, 10.64664, 8.22316], [11.50714, 9.43499, 8.16183], [10.72148, 13.41636, 8.17677], [11.89780, 14.28845, 7.73537], [15.31182, 10.35780, 12.91673], [15.41819, 10.60642, 14.26966], [16.55941, 10.24918, 15.14476], [16.42111, 8.83584, 15.70585], [16.36357, 9.81664, 12.01676], [17.02807, 10.91992, 11.18272], [11.67481, 12.26958, 15.62123], [12.65405, 11.07298, 19.01259], [12.50775, 9.55742, 18.94435], [10.65161, 18.62163, 11.03725], [11.62713, 17.18971, 11.45970], [11.10989, 18.25388, 12.73104], [9.18685, 16.67373, 10.96464], [8.70617, 17.67541, 12.26435], [9.85854, 17.05154, 15.94448], [8.33022, 16.19284, 15.86511], [9.07544, 18.67545, 14.20739], [8.08283, 18.65276, 15.63609], [7.50436, 17.84361, 14.18664], [9.51891, 14.62224, 16.64569], [9.89864, 12.22322, 19.55731], [9.19987, 13.43519, 18.48082], [11.69666, 13.88016, 20.26103], [10.04142, 14.55762, 20.47011], [11.04126, 14.98756, 19.08813], [14.48888, 10.75928, 16.71414], [14.06290, 10.09056, 10.52225], [9.96300, 14.88751, 10.44645], [12.35380, 11.22507, 7.30557], [13.44701, 10.35876, 8.32312], [10.46112, 9.75034, 8.06111], [11.62499, 8.82710, 9.05984], [11.74412, 8.83190, 7.30689], [9.85458, 14.04047, 8.42568], [10.38954, 12.75416, 7.36088], [12.21696, 14.89909, 8.54676], [11.64978, 14.95929, 6.91038], [12.71231, 13.63878, 7.46274], [16.64685, 10.95326, 15.98447], [17.48691, 10.38366, 14.58885], [15.56411, 8.80117, 16.36170], [17.27171, 8.54064, 16.30351], [16.27750, 8.07546, 14.93040], [15.92119, 9.03031, 11.39073], [17.10793, 9.30429, 12.62234], [16.26518, 11.43162, 10.59439], [17.74862, 10.47526, 10.50822], [17.53312, 11.62760, 11.84055], [12.18936, 11.49824, 19.89796], [13.73801, 11.29941, 19.08942], [11.46166, 9.30747, 18.70511], [12.74158, 9.07380, 19.88272], [13.09986, 9.13080, 18.14990], [6.01587, 7.07835, 13.71853], [7.46768, 7.97126, 13.65035], [7.45326, 9.34892, 13.62001], [8.66588, 10.03110, 13.63083], [8.72428, 11.80566, 13.58089], [9.87754, 9.38360, 13.66660], [11.06448, 10.01375, 13.66456], [9.84250, 7.97544, 13.68366], [11.39263, 7.20931, 13.68839], [8.68880, 7.27806, 13.67197], [6.49734, 9.85046, 13.61166], [8.68975, 6.20446, 13.69435]],
  "forces_ev_per_angstrom": [[0.34, -1.02, 0.76], [-0.47, -0.09, 0.51], [-0.50, 0.56, -0.33], [0.11, 0.19, 0.47], [0.28, -0.10, -0.48], [-0.23, 0.23, 0.33], [-0.37, -0.71, -0.15], [-0.23, 0.22, -0.31], [0.11, -0.11, 0.26], [0.00, 0.18, 0.24], [-0.12, -0.06, -0.65], [0.41, -0.23, -0.37], [0.38, 0.23, -0.40], [0.18, 0.19, 0.18], [-0.36, 0.36, 0.14], [0.21, 0.05, -0.31], [0.15, -0.46, -0.25], [-0.01, 0.16, -0.31], [0.60, 0.15, 0.89], [0.37, -0.26, -0.76], [-1.08, 0.69, -0.60], [0.18, -0.20, 0.23], [-0.36, 0.40, -0.50], [0.28, 0.43, 0.36], [0.06, -0.78, -0.11], [0.00, 0.00, 0.24], [0.17, 0.21, 0.28], [-0.16, -0.19, -0.50], [0.13, 0.81, 0.65], [-0.44, 0.01, 0.14], [-0.20, -0.42, -0.05], [-0.65, -0.18, -0.57], [-0.49, 0.22, 0.68], [-0.57, -0.07, -0.72], [0.39, 0.25, 0.47], [0.03, -0.21, -0.21], [-0.11, -0.25, -0.06], [-0.35, -0.42, 0.14], [-0.21, -0.22, -0.01], [0.90, 0.02, -0.05], [-1.16, -0.03, -0.03], [0.18, 0.11, -0.01], [0.24, -0.16, -0.30], [-0.03, 0.18, -0.14], [0.07, -0.21, -0.04], [0.21, -0.07, 0.11], [0.03, -0.18, 0.01], [0.09, 0.33, -0.06], [0.21, 0.17, -0.23], [-0.11, 0.13, 0.26], [0.14, 0.18, 0.02], [0.03, 0.01, 0.04], [-0.25, -0.18, 0.15], [-0.07, -0.07, 0.25], [-0.41, -0.11, -0.01], [0.03, 0.09, 0.33], [0.01, 0.26, 0.04], [-0.16, 0.05, 0.34], [-0.10, 0.03, 0.24], [0.04, -0.30, -0.33], [-0.12, 0.10, -0.13], [0.31, -0.20, 0.04], [0.17, -0.15, 0.15], [-0.15, -0.01, -0.01], [0.15, -0.41, -0.45], [0.15, -0.20, 0.05], [0.17, 0.20, 0.22], [0.35, 0.52, 0.76], [-0.02, -0.22, -0.07], [0.45, -0.07, -0.26], [-0.11, -0.08, -0.18], [0.06, -0.19, -0.07], [-0.40, -0.15, 0.17], [0.36, 0.03, 0.09], [0.01, 0.23, 0.02], [0.13, 0.22, -0.12], [0.12, -0.02, 0.04], [0.15, 0.18, 0.00], [0.23, 0.05, -0.17], [-0.05, 0.08, -0.12], [-0.05, -0.15, 0.18], [-0.49, 0.13, -0.05], [0.25, -0.01, 0.13], [0.23, -0.07, 0.20], [0.34, -0.12, -0.20], [-0.52, -0.20, -0.06], [0.99, 0.08, 0.09], [-0.25, 0.11, 0.06], [-0.47, 0.24, -0.06], [-0.20, -0.60, 0.00], [1.01, 0.51, -0.10], [-0.29, 0.14, -0.05], [1.46, 0.82, -0.06], [-0.12, -0.32, 0.03], [-1.30, -0.25, 0.04], [0.06, 0.23, -0.02], [0.05, -0.25, -0.01]],
  "mulliken_charge": [0.853, -1.224, -1.356, 0.568, 0.794, -0.115, -1.729, -0.584, -0.483, -0.087, 0.536, -1.133, -1.120, 0.796, -0.594, 0.151, -0.346, -0.057, 0.197, -0.288, 0.417, -0.697, -0.035, -0.138, 0.238, 0.054, 0.650, 0.379, -1.121, -1.236, -1.201, -1.152, 0.816, 0.594, -1.286, -0.934, -1.391, -1.117, -0.635, -0.860, -1.164, 0.429, 0.338, 0.295, 0.476, 0.396, 0.367, 0.442, 0.333, 0.481, 0.365, 0.267, 0.466, 0.460, 0.330, 0.376, 0.316, 0.642, 0.410, 0.234, 0.373, 0.429, 0.318, 0.304, 0.442, 0.443, 0.403, 0.317, 0.392, 0.330, 0.457, 0.473, 0.194, 0.415, 0.296, 0.458, 0.431, 0.267, 0.409, 0.319, 0.349, 0.345, 0.328, 0.426, 0.222, -0.199, 0.420, -0.982, 1.463, -0.102, -1.237, -0.286, 0.219, -0.180, -0.618, 0.494, 0.486],
  "e_lumo_ha": [-0.1443, -0.1554],
  "multiplicity": 4,
  "charge": 1
}

# 2
{
  "formula": "C4H6N2S",
  "method": "ωB97M-V/def2-TZVPD",
  "symbols": ["C", "C", "C", "C", "N", "N", "S", "H", "H", "H", "H", "H", "H"],
  "coordinates": [[0.09101, -1.96610, -1.02387], [-0.60584, -2.34826, 0.01994], [0.53328, 0.13508, -0.05365], [1.31304, 1.41455, -0.10971], [0.64644, -0.65285, -1.08136], [-1.91587, 0.38717, 1.12549], [-0.56436, -0.36981, 1.36338], [0.08815, -2.54465, -2.03681], [-1.37254, -3.01340, 0.36857], [1.14719, 2.01686, 0.77977], [0.92175, 1.98955, -1.05279], [2.47375, 1.33069, -0.12713], [-2.62665, 0.42125, 1.95382]],
  "forces_ev_per_angstrom": [[-1.35, -0.61, -1.74], [-0.01, 2.86, 1.80], [0.19, -1.62, -2.29], [0.55, 1.47, -0.75], [0.63, 0.64, 1.92], [-1.27, 0.36, 1.01], [-0.26, -2.17, -1.49], [0.33, 1.07, 1.94], [0.31, -0.52, -0.21], [-0.38, 0.24, -0.05], [1.01, -0.93, 1.81], [-2.11, -0.42, -0.40], [2.37, -0.35, -1.55]],
  "nbo_charge": [-0.128, -0.262, 0.131, -0.678, -0.409, -1.080, 0.873, 0.218, 0.222, 0.223, 0.257, 0.248, 0.385],
  "de_lowest_kcal_mol": 124.1,
  "e_lumo_ha": [-0.0093, -0.0093],
  "multiplicity": 1
}

# 3
{
  "formula": "C5H5N3",
  "method": "ωB97M-V/def2-TZVPD",
  "symbols": ["H", "N", "C", "N", "C", "C", "C", "C", "N", "H", "H", "H", "H"],
  "coordinates": [[-2.37043, 0.53194, -1.69651], [-2.49174, 0.58407, -0.52870], [-1.39350, 0.61337, 0.09024], [-1.14711, 0.35136, 1.45760], [0.00097, 0.72310, -0.66554], [1.01053, -0.03641, -0.05403], [1.84212, -0.84207, 0.30116], [3.00604, -1.80680, 0.13490], [3.89884, -2.52892, 0.25057], [-0.31946, 0.07625, 1.74784], [-2.05274, 0.06227, 1.83976], [-0.03219, 2.00448, -1.01020], [0.04868, 0.26737, -1.86709]],
  "forces_ev_per_angstrom": [[-0.14, 0.61, 4.38], [-0.42, -0.24, -2.95], [3.25, -1.74, -0.95], [-7.74, 2.64, -3.61], [-2.68, 3.05, -4.52], [2.24, -0.53, 0.37], [2.84, -1.99, -1.44], [-2.85, 2.30, 1.71], [-0.43, 0.32, -0.48], [4.42, -1.72, 1.75], [1.12, -0.07, 0.65], [1.21, -3.73, 1.64], [-0.83, 1.08, 3.43]],
  "nbo_charge": [0.358, -0.701, 0.456, -0.820, -0.590, 0.069, -0.116, 0.255, -0.276, 0.392, 0.409, 0.292, 0.274],
  "de_lowest_kcal_mol": 100.2,
  "e_lumo_ha": -0.0012,
  "multiplicity": 1,
  "smiles": "[H]/N=C(/N)CC#CC#N"
}

# 4
{
  "formula": "C5H9ClS2",
  "method": "ωB97M-V/def2-TZVPD",
  "symbols": ["C", "C", "C", "C", "C", "S", "S", "Cl", "H", "H", "H", "H", "H", "H", "H", "H", "H"],
  "coordinates": [[-1.68300, -0.48407, 0.07031], [-0.94452, 0.89326, 0.45873], [-0.47920, -1.35804, -0.24573], [0.29099, 0.97784, -0.38260], [0.71087, -0.41335, -0.44448], [1.47595, 2.14082, 0.42632], [1.99877, -1.01731, -1.30371], [1.93412, -0.64036, 1.87921], [-2.46671, -0.89075, 0.79804], [-2.41790, -0.31695, -0.83197], [-1.55411, 1.82230, 0.39492], [-0.60334, 0.77787, 1.54385], [-0.25126, -1.99511, 0.59224], [-0.47809, -2.01169, -1.22328], [0.06390, 1.33997, -1.40250], [1.73716, 1.13255, 1.48717], [2.66638, 0.04304, -1.81652]],
  "forces_ev_per_angstrom": [[-2.19, 1.74, -1.18], [-2.02, -0.65, 1.98], [0.83, -1.16, -1.65], [0.27, 1.38, 0.94], [0.18, -0.78, -0.27], [0.08, -0.64, -0.04], [0.73, -0.92, -0.95], [-0.58, -0.45, -0.12], [1.78, 0.49, -0.39], [1.82, -0.20, 1.13], [0.26, -0.82, 0.02], [-0.48, 0.25, -1.39], [0.15, -0.45, 0.21], [-0.51, 1.09, 1.96], [0.25, -0.19, 0.26], [-0.17, 0.99, -1.19], [-0.42, 0.31, 0.69]],
  "nbo_charge": [-0.421, -0.411, -0.534, -0.501, 0.175, -0.134, 0.279, -0.553, 0.242, 0.209, 0.236, 0.240, 0.283, 0.246, 0.280, 0.205, 0.160],
  "de_lowest_kcal_mol": 41.2,
  "e_lumo_ha": -0.0537,
  "multiplicity": 1
}